# 1
Below is C5H5F in the gas phase at a distorted geometry, with properties calculated with ωB97M-V with the def2-TZVPD basis set.

Calculated values
* frontier orbital gap (spin up / spin down): 8.66 / 8.67 eV
* relative energy (zero: lowest compared OMol25 entry of this formula, charge and spin): 4.793 eV
* highest occupied orbital energy (spin up / spin down): -9.1 / -9.1 eV
* M: 84.09 g mol⁻¹
* multiplicity: 1
* net charge: 0

```
11
Properties=species:S:1:pos:R:3:mulliken_charge:R:1
C 0.25 -0.18 -0.50 0.7400
C -0.12 -1.52 -0.71 -0.2893
C 0.51 0.13 0.77 0.0378
C 0.48 0.08 2.08 -0.8206
C -0.52 0.69 -1.49 -1.1004
F 0.62 -2.37 -0.01 -0.1343
H -0.08 -0.61 2.50 0.3354
H 1.05 0.85 2.55 0.2363
H -1.58 0.67 -1.43 0.3163
H -0.37 0.44 -2.44 0.4142
H -0.24 1.82 -1.31 0.2647
```

---

# 2
Below is C4H9N3O2 in the gas phase at a distorted geometry, with properties calculated with ωB97M-V with the def2-TZVPD basis set.

Calculated values
* frontier orbital gap (spin up / spin down): 7.87 / 7.82 eV
* relative energy (zero: lowest compared OMol25 entry of this formula, charge and spin): 8.918 eV
* highest occupied orbital energy (spin up / spin down): -8.6 / -8.5 eV
* M: 131.14 g mol⁻¹
* multiplicity: 1
* net charge: 0

```
18
Properties=species:S:1:pos:R:3:mulliken_charge:R:1
C -0.15 1.06 -1.36 0.2344
C 0.70 -0.19 -1.85 -1.0484
C 1.01 -0.77 1.53 -0.9480
C 0.33 0.55 1.32 -0.4077
N -2.31 -0.56 0.46 0.1225
N -0.53 0.76 0.08 0.2608
N -1.69 0.15 -0.17 0.3282
O -3.19 -1.29 0.79 -0.6080
O -1.35 1.19 -1.83 -0.6765
H 0.40 1.94 -1.46 0.3914
H 1.68 -0.04 -1.48 0.3156
H 0.58 -0.27 -2.91 0.3634
H 0.26 -1.19 -1.45 0.1466
H 2.14 -0.88 1.24 0.2701
H 1.08 -0.94 2.64 0.3263
H 0.62 -1.67 1.02 0.2812
H -0.51 0.66 2.12 0.2759
H 0.93 1.49 1.31 0.3721
```

---

# 3
Below is 2 unconnected molecules or ions with the total composition C2H3N3O2S at a distorted geometry, with properties calculated with ωB97M-V with the def2-TZVPD basis set.

Calculated values
* frontier orbital gap: 9.88 eV
* relative energy (zero: lowest compared OMol25 entry of this formula, charge and spin): 1.745 eV
* highest occupied orbital energy: -9.6 eV
* SMILES string: O=C=NNS.N=C=O
* M: 133.13 g mol⁻¹
* multiplicity: 1
* net charge: 0

```
11
Properties=species:S:1:pos:R:3:mulliken_charge:R:1
C -1.68 -1.17 0.33 0.6292
C 0.04 1.97 -0.56 0.5389
N -0.88 -0.81 -0.53 -0.2211
N 0.74 2.08 0.41 -0.4102
N 0.39 -1.09 -0.81 -0.3213
O -0.37 1.76 -1.63 -0.4009
O -2.44 -1.25 1.20 -0.4148
S 1.30 -1.54 0.66 -0.1590
H 1.85 -0.32 0.88 0.1601
H 0.65 2.36 1.39 0.2781
H 0.40 -1.99 -1.34 0.3211
```

---

# 4
Below is a molecular structure, C46H52BF5N4OP2SSiW, with properties calculated with ωB97M-V with the def2-TZVPD basis set.

Calculated values
* frontier orbital gap (spin up / spin down): 5.86 / 5.86 eV
* relative energy (zero: lowest compared OMol25 entry of this formula, charge and spin): 0.000 eV
* highest occupied orbital energy (spin up / spin down): -6.6 / -6.7 eV
* M: 1088.69 g mol⁻¹
* multiplicity: 1
* net charge: 0

```
114
Properties=species:S:1:pos:R:3:mulliken_charge:R:1
W 0.04 0.11 0.34 1.6891
N -0.01 1.61 -4.03 -0.3791
C -0.07 0.98 -2.82 -0.1264
S -0.43 1.94 -1.44 -0.0457
N 0.09 -0.30 -2.82 -1.7134
N -0.11 -0.87 -1.58 1.3745
C -0.37 -2.15 -1.63 0.9492
C -0.41 -2.92 -2.89 -0.3843
C 0.75 -3.20 -3.59 0.0099
C 0.70 -3.95 -4.76 -0.7477
C -0.52 -4.42 -5.23 -0.5735
C -1.68 -4.15 -4.54 -0.8552
C -1.63 -3.40 -3.37 0.0653
C -0.76 -2.75 -0.37 -0.0396
C -1.09 -4.10 -0.24 -0.6573
C -1.53 -4.56 0.98 -1.4447
C -1.66 -3.66 2.04 -1.1750
C -1.31 -2.35 1.84 -1.0027
N -0.84 -1.89 0.67 0.9451
H 0.20 2.59 -4.03 0.2743
H 0.38 1.07 -4.79 0.2531
H 1.69 -2.84 -3.21 0.3774
H 1.61 -4.17 -5.29 0.4379
H -0.55 -5.01 -6.14 0.3901
H -2.63 -4.51 -4.90 0.4167
H -2.54 -3.19 -2.82 0.3976
H -0.96 -4.75 -1.08 0.6854
H -1.76 -5.61 1.12 0.4420
H -2.02 -3.97 3.01 0.5650
H -1.42 -1.62 2.62 0.9294
C -3.47 1.44 -0.57 -1.4130
P -2.49 0.41 0.58 1.6031
C -3.62 -1.03 0.52 -1.6852
C -2.82 1.16 2.22 -0.1410
C -3.93 0.87 3.01 -0.8736
C -4.05 1.42 4.28 -0.7964
C -3.08 2.29 4.75 -0.7883
C -1.98 2.61 3.96 -0.9555
C -1.85 2.04 2.70 0.7016
P -0.46 2.39 1.57 0.8113
C 0.91 3.12 2.52 -0.7719
C -1.09 3.91 0.77 -1.5932
H -4.48 1.54 -0.16 0.4626
H -3.51 0.93 -1.53 0.4690
H -3.04 2.42 -0.74 0.2136
H -4.65 -0.67 0.44 0.6835
H -3.54 -1.68 1.39 0.4526
H -3.39 -1.61 -0.38 0.1960
H -4.69 0.18 2.66 0.4022
H -4.90 1.17 4.90 0.4295
H -3.17 2.72 5.74 0.4367
H -1.22 3.29 4.34 0.4503
H 0.71 4.18 2.69 0.8033
H 1.81 3.00 1.93 -0.9089
H 1.07 2.62 3.48 0.4958
H -1.34 4.62 1.56 0.5016
H -1.97 3.72 0.17 0.2161
H -0.32 4.35 0.12 0.4417
F 0.62 -4.14 6.31 -0.3860
C 0.66 -3.14 5.40 0.2415
C -0.29 -2.14 5.48 -1.0802
C -0.24 -1.12 4.54 0.2506
C 0.72 -1.09 3.52 -1.6993
C 0.75 0.03 2.53 0.9810
C 1.68 -2.10 3.52 0.5523
C 1.66 -3.13 4.45 -1.3158
H -1.03 -2.16 6.26 0.4768
H -0.98 -0.32 4.59 0.3785
H 1.79 0.31 2.36 -0.1956
H 0.31 0.84 3.10 -0.0331
H 2.47 -2.08 2.79 0.6366
H 2.39 -3.91 4.43 0.5325
F 3.62 -2.59 0.76 -0.1484
B 2.34 -2.81 0.34 0.0695
F 1.66 -1.44 0.35 -0.0038
F 1.64 -3.62 1.21 -0.4343
F 2.25 -3.27 -0.95 -0.1449
C 2.72 4.18 -0.50 -1.3546
C 3.62 3.05 -1.00 2.4070
C 3.28 2.79 -2.47 -1.9045
C 5.08 3.47 -0.92 -1.7401
Si 3.35 1.42 -0.03 -0.6577
O 1.77 1.11 0.15 0.8175
C 4.11 1.50 1.70 1.5688
C 4.36 2.66 2.43 -0.8501
C 4.79 2.62 3.75 -0.8881
C 4.98 1.41 4.38 -0.8500
C 4.75 0.23 3.68 -0.6723
C 4.32 0.28 2.36 -0.6138
C 4.29 0.10 -0.98 0.9568
C 5.63 -0.16 -0.69 -0.1695
C 6.38 -1.04 -1.46 -0.8129
C 5.79 -1.69 -2.53 -0.8647
C 4.46 -1.45 -2.83 -0.7242
C 3.72 -0.57 -2.06 -0.1721
H 2.86 5.07 -1.13 0.5916
H 2.93 4.48 0.53 0.2279
H 1.67 3.89 -0.57 -0.0330
H 3.34 3.73 -3.03 0.6412
H 2.27 2.40 -2.59 0.2094
H 3.97 2.08 -2.93 0.2543
H 5.25 4.34 -1.58 0.4672
H 5.75 2.68 -1.26 0.3010
H 5.39 3.76 0.08 0.2913
H 4.22 3.63 1.97 0.1139
H 4.98 3.55 4.28 0.4435
H 5.31 1.37 5.41 0.3736
H 4.89 -0.73 4.16 0.4786
H 4.15 -0.65 1.83 0.7839
H 6.10 0.34 0.15 0.3643
H 7.41 -1.23 -1.21 0.4135
H 6.37 -2.38 -3.13 0.3955
H 4.00 -1.95 -3.67 0.4726
H 2.68 -0.39 -2.31 0.1560
```

---

# 5
Below is C4H7N in the gas phase at a distorted geometry, with properties calculated with ωB97M-V with the def2-TZVPD basis set.

Calculated values
* frontier orbital gap: 12.04 eV
* relative energy (zero: lowest compared OMol25 entry of this formula, charge and spin): 0.464 eV
* highest occupied orbital energy: -11.2 eV
* SMILES string: CC(C)C#N
* M: 69.11 g mol⁻¹
* multiplicity: 1
* net charge: 0

```
12
Properties=species:S:1:pos:R:3:mulliken_charge:R:1
C -0.63 1.20 0.27 -1.2171
C 0.20 0.03 -0.31 0.8580
C 0.50 -1.04 0.76 -1.2171
C -0.24 -0.48 -1.64 -0.0868
N -0.20 -0.70 -2.77 -0.4913
H -0.01 1.75 1.00 0.3295
H -0.96 1.90 -0.50 0.3586
H -1.53 0.87 0.82 0.3332
H 1.12 0.39 -0.80 0.1122
H 1.18 -0.62 1.51 0.3288
H -0.40 -1.37 1.31 0.3330
H 0.96 -1.93 0.33 0.3590
```

---

# 6
Below is 9 unconnected molecules or ions with the total composition C34H52Cl2O24 at a distorted geometry, with properties calculated with ωB97M-V with the def2-TZVPD basis set.

Calculated values
* frontier orbital gap: 10.46 eV
* relative energy (zero: lowest compared OMol25 entry of this formula, charge and spin): 4.325 eV
* highest occupied orbital energy: -10.6 eV
* SMILES string: C[C@H]1COC(=O)O1.C[C@H]1COC(=O)O1.C[C@H]1COC(=O)O1.C[C@H]1COC(=O)O1.C[C@H]1COC(=O)O1.C[C@H]1COC(=O)O1.C[C@H]1COC(=O)O1.C[C@H]1COC(=O)O1.ClCCCl
* M: 915.67 g mol⁻¹
* multiplicity: 1
* net charge: 0

```
112
Properties=species:S:1:pos:R:3:mulliken_charge:R:1
C 8.52 4.62 5.85 -1.3304
C 8.82 3.17 5.36 0.2783
C 9.02 3.16 3.81 -0.4217
O 10.27 2.52 3.64 -0.3283
C 10.90 2.40 4.82 0.6621
O 12.02 1.98 4.90 -0.5302
O 10.06 2.78 5.80 -0.3497
H 7.52 4.82 5.47 0.3974
H 9.27 5.36 5.59 0.3356
H 8.34 4.52 6.92 0.3586
H 8.14 2.36 5.62 0.3429
H 9.03 4.20 3.49 0.2720
H 8.22 2.60 3.33 0.3136
C 0.10 2.49 8.37 -1.3533
C -1.15 2.44 7.42 0.3611
C -2.45 2.11 8.08 -0.4355
O -3.39 3.03 7.59 -0.3167
C -2.69 4.04 6.97 0.6734
O -3.17 5.02 6.38 -0.5860
O -1.39 3.77 7.01 -0.3272
H 0.51 1.50 8.55 0.3942
H -0.03 2.93 9.36 0.3419
H 0.91 3.02 7.86 0.3457
H -0.96 1.93 6.48 0.2876
H -2.43 2.30 9.15 0.3004
H -2.65 1.07 7.85 0.3145
C -6.02 6.91 -1.86 -1.3532
C -5.63 6.41 -0.44 0.4536
C -6.56 5.37 0.14 -0.3851
O -5.73 4.26 0.48 -0.3339
C -4.42 4.55 0.13 0.6820
O -3.46 3.82 0.28 -0.5505
O -4.41 5.81 -0.36 -0.3609
H -5.32 7.67 -2.19 0.3449
H -6.95 7.47 -1.90 0.3776
H -6.15 6.05 -2.53 0.3368
H -5.61 7.23 0.28 0.2367
H -7.38 5.10 -0.53 0.2865
H -6.94 5.77 1.07 0.2650
C -5.46 -2.16 3.01 -1.3306
C -4.51 -3.32 3.26 0.3902
C -3.18 -3.26 2.51 -0.3555
O -2.23 -3.31 3.57 -0.3440
C -2.72 -3.16 4.78 0.6700
O -2.12 -3.12 5.81 -0.5280
O -4.13 -3.18 4.64 -0.3795
H -5.05 -1.20 3.32 0.3195
H -6.39 -2.36 3.53 0.3471
H -5.61 -2.16 1.93 0.3756
H -4.97 -4.30 3.12 0.2645
H -3.05 -2.40 1.86 0.3004
H -3.10 -4.24 2.04 0.2706
C 1.53 9.00 -6.65 -1.3962
C 0.60 7.89 -6.15 0.4372
C 0.56 6.59 -6.92 -0.3913
O 0.96 5.60 -6.13 -0.3199
C 1.18 6.10 -4.86 0.6598
O 1.41 5.46 -3.87 -0.5304
O 1.05 7.43 -4.91 -0.3610
H 2.54 8.60 -6.77 0.3551
H 1.59 9.79 -5.91 0.3523
H 1.14 9.37 -7.60 0.3784
H -0.43 8.24 -6.08 0.2342
H 1.20 6.79 -7.78 0.2906
H -0.47 6.38 -7.21 0.2910
C -3.63 -8.38 -3.54 -1.3917
C -2.16 -8.33 -3.39 0.4320
C -1.36 -8.87 -4.60 -0.4653
O -0.36 -7.89 -4.87 -0.3102
C -0.65 -6.81 -4.18 0.6870
O -0.13 -5.69 -4.37 -0.6184
O -1.70 -6.94 -3.45 -0.3157
H -3.84 -7.73 -4.40 0.3708
H -4.19 -7.87 -2.75 0.3331
H -4.03 -9.34 -3.85 0.3603
H -1.77 -8.89 -2.53 0.3048
H -1.99 -9.00 -5.47 0.2856
H -0.95 -9.83 -4.28 0.3271
C 4.87 -7.09 -0.12 -1.3728
C 6.03 -7.85 -0.84 0.3853
C 5.57 -8.97 -1.74 -0.3728
O 6.41 -8.80 -2.89 -0.3154
C 7.00 -7.61 -2.85 0.6826
O 7.80 -7.21 -3.71 -0.5865
O 6.71 -6.98 -1.71 -0.3244
H 4.25 -6.64 -0.89 0.3514
H 5.29 -6.29 0.48 0.3427
H 4.23 -7.69 0.52 0.3652
H 6.75 -8.19 -0.10 0.2605
H 4.52 -8.86 -2.01 0.2976
H 5.83 -9.88 -1.22 0.2873
C -3.25 0.03 -4.77 -1.3966
C -4.69 -0.32 -4.98 0.4277
C -5.12 -1.60 -4.19 -0.3845
O -6.33 -1.22 -3.71 -0.3172
C -6.51 0.14 -3.83 0.6556
O -7.51 0.80 -3.53 -0.5786
O -5.54 0.70 -4.55 -0.3070
H -2.94 0.47 -3.82 0.3426
H -3.05 0.77 -5.54 0.3545
H -2.62 -0.84 -4.97 0.3698
H -4.96 -0.45 -6.03 0.2533
H -4.46 -1.85 -3.37 0.2901
H -5.22 -2.46 -4.85 0.2909
Cl 3.91 -0.85 2.78 -0.2030
C 3.11 0.02 1.40 -0.4803
C 3.31 -0.52 0.01 -0.3198
Cl 5.05 -0.39 -0.40 -0.1897
H 3.45 1.04 1.57 0.3329
H 2.04 -0.08 1.60 0.2863
H 2.78 0.14 -0.68 0.2653
H 2.94 -1.53 -0.14 0.3081
```

---

Question: Look up the M of the first one.
Answer: 84.09 g mol⁻¹

---

Question: The lowest M belongs to which entry?
Answer: C4H7N

---

Question: What is the M in the third record?
Answer: 133.13 g mol⁻¹